Run A
C4H5Cl | ωB97M-V/def2-TZVPD

Cartesian coordinates (Å):
C  -1.2617  -0.8771  -0.2558
C  0.0026  -0.1330  -0.1568
C  1.4249  0.2099  -0.3427
Cl  2.9438  -0.4646  -0.3282
C  0.5980  1.0778  0.4808
H  -1.6516  -0.5468  0.6430
H  -1.0918  -1.9583  -0.5044
H  -1.9719  -0.5472  -1.0988
H  0.4009  2.0674  0.0028
H  0.6068  1.1718  1.5601

Output
HOMO-LUMO gap   8.7 eV
Highest occupied orbital energy   -8.1 eV
Total charge   0
2S+1   1

These are the Löwdin partial charges, in e, on atoms 1 to 5:
1. C -0.060
2. C -0.175
3. C -0.657
4. Cl 0.674
5. C -0.211

Run B
C4H5Cl | ωB97M-V/def2-TZVPD

Cartesian coordinates (Å):
C  0.9881  -0.6216  0.1171
C  0.2770  0.5760  0.1380
C  -1.1332  0.0282  0.3073
C  -2.3364  -0.1807  -0.1063
H  0.9536  -1.1881  0.9355
H  0.8663  -1.2203  -0.7859
H  0.3591  1.3963  -0.5844
H  0.7345  1.0179  0.9079
H  -3.4259  0.1587  -0.8622
Cl  2.7170  0.0336  -0.0670

Output
HOMO-LUMO gap   10.2 eV
Highest occupied orbital energy   -10.1 eV
Total charge   0
2S+1   1

These are the Löwdin partial charges, in e, on atoms 1 to 5:
1. C -0.546
2. C -0.364
3. C -0.131
4. C 0.037
5. H 0.046

Short version: run A is the most stable of them.

Run A
C2H4ClN2 | ωB97M-V/def2-TZVPD

Cartesian coordinates (Å):
C  -0.5828  0.9764  -0.6810
C  0.2423  -1.2956  -0.1227
N  -0.4962  -0.3015  -0.1765
N  0.7141  -2.3790  -0.1223
Cl  0.3927  2.3143  0.8894
H  0.0767  1.2116  -1.3999
H  -1.5994  1.3911  -0.4259
H  1.0353  -3.1849  0.2762
H  0.2174  1.2678  1.7626

Output
HOMO-LUMO gap   9.8 eV
Highest occupied orbital energy   -15.7 eV
Total charge   +1
2S+1   1

These are the Löwdin partial charges, in e, on atoms 1 to 5:
1. C -0.061
2. C -0.182
3. N 0.055
4. N 0.330
5. Cl 0.615

Run B
C2H4ClN2 | ωB97M-V/def2-TZVPD

Cartesian coordinates (Å):
N  -1.3952  -0.6768  0.4274
C  -0.8198  -0.1064  -0.5808
N  0.3523  0.8515  -0.3269
C  1.6047  0.7052  -0.0448
Cl  2.7077  -0.6471  0.2327
H  -2.2090  -1.1378  0.4302
H  -0.8371  -0.6043  1.2311
H  -1.4001  -0.0646  -1.4723
H  1.9965  1.6804  0.1034

Output
HOMO-LUMO gap   10.6 eV
Highest occupied orbital energy   -16.1 eV
Total charge   +1
2S+1   1

These are the Löwdin partial charges, in e, on atoms 1 to 5:
1. N 0.267
2. C 0.036
3. N 0.078
4. C -0.528
5. Cl 0.681

Run C
C2H4ClN2 | ωB97M-V/def2-TZVPD

Cartesian coordinates (Å):
C  0.6989  -0.8538  0.1878
C  -0.0903  1.2179  -0.2685
N  -1.5860  -1.2978  -0.1351
N  -0.4606  -1.3632  0.0505
Cl  -1.7290  1.1096  0.1002
H  1.5252  -1.1687  -0.3315
H  0.9078  -0.6311  1.1655
H  0.2150  1.3350  -1.2439
H  0.5189  1.6520  0.4750

Output
HOMO-LUMO gap   9.8 eV
Highest occupied orbital energy   -15.9 eV
Total charge   +1
2S+1   1

These are the Löwdin partial charges, in e, on atoms 1 to 5:
1. C 0.022
2. C -0.327
3. N 0.238
4. N -0.076
5. Cl 0.856

Short version: run B is the most stable of them.